Record 1
# CHN3O2

A cluster of 2 separate species, CHN3O2 in total in a non-equilibrium geometry (ωB97M-V/def2-TZVPD, OMol25).

The geometry in ORCA input format:
```
! RIJCOSX wB97M-V def2-TZVPD def2/J DEFGRID3
* xyz 0 1
N 1.86 -1.73 -1.77
N 1.99 -1.36 -0.72
O 2.12 -1.01 0.38
N -2.06 1.25 0.89
C -1.24 0.73 0.18
O -0.61 0.36 -0.74
H -2.06 1.76 1.77
*
```

As for the SMILES: N#[N+][O-].N=C=O. For the strongest force on any atom, the calculation gives 2.0 eV/Å. The HOMO-LUMO gap is 11.9 eV. The molar mass is 87.038 g mol⁻¹. The value obtained for the energy above the lowest of the compared OMol25 structures with the same formula, charge and spin is 0.846 eV. The LUMO energy comes out at 0.643 eV. The value obtained for the HOMO energy is -11.23 eV.

The computed natural (NBO) charges, all in e, follow:
1 N -0.085
2 N 0.431
3 O -0.346
4 N -0.773
5 C 0.861
6 O -0.523
7 H 0.434


Record 2
# C27H42BrF3N2O3S4

The molecule C27H42BrF3N2O3S4 in a non-equilibrium geometry (ωB97M-V/def2-TZVPD, OMol25).

The geometry in ORCA input format:
```
! RIJCOSX wB97M-V def2-TZVPD def2/J DEFGRID3
* xyz 0 1
C 1.53 6.51 1.45
C 0.90 5.40 1.80
C -0.09 4.11 1.91
C 0.50 2.78 1.22
C 2.12 2.70 1.40
C 2.95 3.32 0.17
C 3.04 2.36 -1.14
F 2.37 1.08 -1.18
C 3.79 2.87 -2.28
F 5.21 3.01 -2.32
F 3.01 3.29 -3.43
C -0.07 1.52 2.12
O 0.21 0.32 1.35
C -0.40 -0.86 1.94
C 0.71 -2.06 1.80
C 2.19 -1.55 2.22
C 3.26 -2.73 2.48
S 4.03 -3.44 0.95
C 5.22 -2.21 0.20
S 5.97 -1.04 1.15
N 5.40 -2.35 -1.29
C 4.40 -1.38 -1.87
C 4.95 -0.45 -3.06
C 6.81 -2.06 -1.70
C 7.90 -3.01 -0.91
C -1.71 -1.20 1.03
C -2.45 -2.58 1.44
C -3.60 -2.89 0.32
S -5.33 -2.67 1.02
C -6.42 -2.51 -0.51
S -6.29 -3.69 -1.71
N -7.33 -1.33 -0.61
C -8.77 -1.70 -0.39
C -9.60 -0.30 -0.37
O -9.48 0.29 -1.70
C -8.08 0.68 -1.97
C -7.19 -0.69 -1.97
O 0.04 2.52 -0.13
C -0.21 3.74 -0.88
Br -0.35 3.16 -2.81
H 1.79 7.63 1.33
H -0.14 3.88 3.06
H -1.18 4.36 1.62
H 2.45 1.58 1.50
H 2.44 3.18 2.41
H 4.06 3.43 0.54
H 2.64 4.41 -0.11
H 0.39 1.51 3.18
H -1.23 1.69 2.18
H -0.72 -0.68 3.03
H 0.33 -2.97 2.40
H 0.74 -2.31 0.66
H 2.05 -1.01 3.24
H 2.60 -0.74 1.50
H 2.68 -3.60 3.00
H 4.08 -2.33 3.18
H 4.09 -0.65 -1.00
H 3.44 -1.96 -2.13
H 4.05 0.23 -3.39
H 5.78 0.29 -2.75
H 5.21 -1.10 -3.97
H 7.15 -0.97 -1.46
H 6.96 -2.33 -2.83
H 8.54 -3.58 -1.70
H 8.63 -2.33 -0.34
H 7.40 -3.82 -0.27
H -1.37 -1.29 -0.07
H -2.44 -0.29 1.11
H -2.97 -2.52 2.47
H -1.70 -3.46 1.47
H -3.42 -3.96 -0.10
H -3.48 -2.08 -0.52
H -8.91 -2.29 0.60
H -9.13 -2.31 -1.31
H -9.14 0.45 0.38
H -10.69 -0.52 -0.08
H -8.07 1.06 -3.06
H -7.71 1.46 -1.20
H -7.61 -1.33 -2.83
H -6.08 -0.41 -2.09
H 0.60 4.54 -0.80
H -1.24 4.19 -0.62
*
```

As for the SMILES: C#CC[C@@](CCC(F)=C(F)F)(CO[C@H](CCCSC(=S)N(CC)CC)CCCSC(=S)N1CCOCC1)OCBr. For the strongest force on any atom, the calculation gives 6.9 eV/Å. The HOMO-LUMO gap is 7.6 eV. The molar mass is 707.810 g mol⁻¹. The LUMO energy comes out at -0.857 eV. The value obtained for the HOMO energy is -8.44 eV.

The computed Löwdin charges, all in e, follow:
1 C 0.069
2 C -0.093
3 C -0.115
4 C -0.398
5 C -0.098
6 C -0.104
7 C -0.098
8 F -0.011
9 C -0.114
10 F 0.028
11 F -0.020
12 C -0.133
13 O -0.179
14 C -0.301
15 C -0.132
16 C -0.243
17 C -0.493
18 S 0.816
19 C -1.003
20 S 0.637
21 N -0.224
22 C -0.244
23 C -0.103
24 C -0.287
25 C -0.115
26 C -0.147
27 C -0.241
28 C -0.490
29 S 0.764
30 C -0.977
31 S 0.644
32 N -0.244
33 C -0.159
34 C -0.174
35 O -0.208
36 C -0.150
37 C -0.186
38 O -0.203
39 C -0.546
40 Br 0.617
41 H 0.061
42 H 0.130
43 H 0.131
44 H 0.120
45 H 0.136
46 H 0.140
47 H 0.101
48 H 0.149
49 H 0.147
50 H 0.155
51 H 0.115
52 H 0.131
53 H 0.124
54 H 0.099
55 H 0.090
56 H 0.071
57 H 0.086
58 H 0.129
59 H 0.082
60 H 0.080
61 H 0.081
62 H 0.098
63 H 0.127
64 H 0.076
65 H 0.070
66 H 0.074
67 H 0.132
68 H 0.131
69 H 0.104
70 H 0.105
71 H 0.086
72 H 0.085
73 H 0.139
74 H 0.130
75 H 0.132
76 H 0.130
77 H 0.133
78 H 0.131
79 H 0.115
80 H 0.133
81 H 0.077
82 H 0.090


Record 3
# CH2N2O2

A cluster of 2 separate species, CH2N2O2 in total in a non-equilibrium geometry (ωB97M-V/def2-TZVPD, OMol25).

The geometry in ORCA input format:
```
! RIJCOSX wB97M-V def2-TZVPD def2/J DEFGRID3
* xyz 0 1
O -2.06 0.62 0.01
C -1.01 0.18 0.40
N -0.04 -0.78 0.53
N 0.31 0.51 0.77
O 1.19 1.13 0.18
H 0.53 -1.04 -0.77
H 1.07 -0.62 -1.12
*
```

As for the SMILES: O=c1n[n+]1[O-].[H][H]. For the strongest force on any atom, the calculation gives 4.0 eV/Å. The HOMO-LUMO gap (alpha / beta) is 8.1 / 8.1 eV. The molar mass is 74.039 g mol⁻¹. The value obtained for the energy above the lowest of the compared OMol25 structures with the same formula, charge and spin is 8.286 eV. The LUMO energy (alpha / beta) comes out at -2.129 / -2.129 eV. The value obtained for the HOMO energy (alpha / beta) is -10.25 / -10.25 eV.

The computed natural (NBO) charges, all in e, follow:
1 O -0.474
2 C 0.712
3 N -0.220
4 N 0.217
5 O -0.295
6 H 0.054
7 H 0.005